{
  "formula": "C40H40BrN11O4Ti",
  "method": "the ωB97M-V functional and the def2-TZVPD basis",
  "multiplicity": 2,
  "charge": 1,
  "gap_ev": [7.39, 7.51],
  "homo_ha": [-0.3814, -0.3857],
  "largest_force_ha_per_bohr": 0.0143,
  "s_squared": 0.7532,
  "relative_energy_kj_mol": 6.3,
  "species": ["Ti", "O", "C", "C", "C", "C", "C", "C", "C", "O", "N", "N", "C", "C", "Br", "C", "C", "C", "C", "C", "C", "C", "H", "H", "H", "H", "H", "H", "H", "H", "H", "H", "H", "H", "H", "H", "C", "C", "C", "C", "N", "C", "N", "C", "N", "C", "N", "C", "C", "C", "C", "C", "N", "C", "C", "C", "C", "C", "C", "H", "H", "H", "H", "H", "H", "H", "H", "H", "H", "H", "H", "N", "C", "C", "C", "C", "N", "C", "N", "N", "C", "O", "O", "H", "H", "H", "H", "H", "H", "H", "H", "H", "H", "H", "H", "H", "H"],
  "xyz": [[0.16, 0.00, 0.39], [-3.51, 4.71, 1.53], [-2.23, 5.17, 1.45], [-2.08, 6.56, 1.40], [-0.82, 7.12, 1.35], [0.32, 6.32, 1.35], [0.16, 4.95, 1.40], [-1.10, 4.35, 1.43], [-1.15, 2.84, 1.46], [-2.46, 2.28, 1.27], [-0.34, 2.27, 0.34], [-1.16, 1.28, -0.26], [-2.48, 1.80, -0.10], [-3.61, 0.86, -0.34], [-3.22, -0.97, -0.02], [-4.80, 1.33, -0.71], [-6.09, 0.68, -0.98], [-7.24, 1.46, -0.80], [-8.50, 0.93, -1.03], [-8.63, -0.37, -1.47], [-7.50, -1.15, -1.68], [-6.24, -0.63, -1.44], [-3.48, 3.74, 1.55], [-2.97, 7.17, 1.41], [-0.72, 8.20, 1.31], [1.30, 6.76, 1.33], [1.04, 4.31, 1.42], [-0.78, 2.45, 2.41], [-0.14, 3.01, -0.33], [-2.62, 2.68, -0.75], [-4.83, 2.41, -0.81], [-7.13, 2.48, -0.47], [-9.37, 1.55, -0.87], [-9.61, -0.79, -1.66], [-7.60, -2.16, -2.05], [-5.37, -1.25, -1.63], [-1.75, 1.61, -3.66], [-0.42, 2.00, -3.78], [0.58, 1.09, -3.49], [0.21, -0.18, -3.04], [-1.06, -0.56, -2.91], [-2.01, 0.32, -3.22], [1.18, -1.19, -2.89], [1.26, -1.93, -1.86], [0.65, -1.81, -0.59], [0.91, -2.96, 0.11], [0.65, -3.32, 1.32], [-0.12, -2.59, 2.21], [-0.42, -3.22, 3.43], [-1.17, -2.56, 4.37], [-1.63, -1.28, 4.10], [-1.32, -0.73, 2.88], [-0.57, -1.35, 1.95], [1.73, -3.88, -0.73], [2.16, -5.17, -0.50], [2.95, -5.76, -1.49], [3.28, -5.07, -2.65], [2.80, -3.78, -2.88], [2.03, -3.21, -1.89], [-2.56, 2.28, -3.91], [-0.17, 2.99, -4.15], [1.62, 1.32, -3.65], [-3.03, -0.03, -3.13], [-0.05, -4.22, 3.58], [-1.39, -3.03, 5.32], [-2.23, -0.72, 4.80], [-1.68, 0.26, 2.61], [1.88, -5.71, 0.40], [3.30, -6.78, -1.36], [3.88, -5.56, -3.40], [3.01, -3.25, -3.81], [2.14, 0.68, -0.46], [3.20, 0.11, 0.38], [4.60, 0.75, 0.20], [5.67, -0.19, -0.36], [6.34, -1.06, 0.72], [5.38, -1.75, 1.58], [4.68, -2.82, 1.22], [5.03, -3.56, 0.16], [3.62, -3.16, 1.96], [2.68, 0.12, 1.83], [3.42, -0.23, 2.75], [1.45, 0.44, 1.96], [2.32, 0.50, -1.45], [2.08, 1.69, -0.33], [3.26, -0.95, 0.09], [4.93, 1.15, 1.16], [4.49, 1.60, -0.47], [6.46, 0.39, -0.84], [5.23, -0.82, -1.14], [6.93, -0.43, 1.38], [7.03, -1.78, 0.28], [4.87, -1.14, 2.23], [5.80, -3.28, -0.42], [4.46, -4.33, -0.14], [3.30, -2.47, 2.63], [2.91, -3.78, 1.60]]
}


{
  "formula": "C3H2OS3",
  "method": "the ωB97M-V functional and the def2-TZVPD basis",
  "multiplicity": 3,
  "gap_ev": [7.22, 7.34],
  "homo_ha": [-0.3071, -0.3418],
  "largest_force_ha_per_bohr": 0.0609,
  "s_squared": 2.0213,
  "species": ["C", "C", "C", "O", "S", "S", "S", "H", "H"],
  "xyz": [[0.59, -0.62, 0.87], [1.47, -0.23, 0.04], [-0.94, -0.59, 0.85], [-0.43, 1.31, -2.84], [-1.99, -1.37, 1.77], [-1.60, 0.71, -0.27], [-0.21, 1.87, -1.53], [0.99, -1.19, 1.75], [2.12, 0.12, -0.63]]
}


{
  "formula": "C28H46AuF6OP2",
  "method": "the ωB97M-V functional and the def2-TZVPD basis",
  "multiplicity": 3,
  "charge": 1,
  "gap_ev": [4.51, 2.81],
  "homo_ha": [-0.3302, -0.3188],
  "largest_force_ha_per_bohr": 0.0619,
  "s_squared": 2.0235,
  "species": ["Au", "C", "C", "C", "C", "C", "C", "H", "H", "H", "C", "H", "H", "H", "C", "H", "H", "H", "C", "H", "H", "H", "C", "H", "H", "H", "C", "C", "C", "C", "C", "C", "C", "C", "H", "H", "H", "H", "H", "H", "H", "H", "H", "H", "H", "H", "P", "P", "C", "C", "H", "H", "H", "H", "C", "H", "H", "H", "C", "H", "H", "H", "C", "H", "H", "H", "C", "H", "H", "H", "C", "C", "O", "C", "F", "F", "F", "C", "F", "F", "F", "H", "H", "H"],
  "xyz": [[0.20, -0.94, -3.35], [-0.24, -2.74, 2.62], [1.11, -2.94, 2.25], [1.03, -1.21, 3.76], [-0.30, -1.67, 3.55], [1.90, -2.00, 2.97], [-1.41, -3.50, 2.13], [-1.20, -3.95, 1.14], [-2.30, -2.87, 2.05], [-1.65, -4.33, 2.81], [-1.48, -1.17, 4.28], [-2.40, -1.59, 3.88], [-1.54, -0.07, 4.20], [-1.42, -1.43, 5.35], [1.41, -0.14, 4.71], [1.13, -0.40, 5.74], [0.88, 0.80, 4.46], [2.48, 0.06, 4.68], [3.37, -1.89, 2.92], [3.85, -2.50, 3.71], [3.70, -0.86, 3.07], [3.76, -2.25, 1.95], [1.61, -3.91, 1.25], [1.82, -4.90, 1.68], [2.54, -3.55, 0.80], [0.86, -4.06, 0.46], [-1.01, 0.33, -4.65], [-1.22, -1.07, -4.91], [-0.52, -1.87, -5.98], [1.02, -1.58, -6.15], [1.72, -1.19, -4.87], [1.81, 0.13, -4.32], [1.31, 1.39, -4.97], [-0.15, 1.25, -5.47], [-1.05, -1.79, -6.94], [1.19, -0.87, -6.98], [-0.60, -2.92, -5.66], [-0.16, 0.90, -6.51], [-1.81, 0.82, -4.10], [-2.17, -1.46, -4.55], [-0.60, 2.26, -5.45], [1.37, 2.21, -4.21], [2.59, 0.23, -3.54], [1.95, 1.74, -5.80], [1.45, -2.54, -6.46], [2.50, -1.88, -4.50], [-0.96, -0.40, -0.49], [1.77, 0.81, -0.34], [-0.81, 1.30, -1.35], [0.50, 2.01, -1.00], [-1.67, 1.91, -1.07], [-0.87, 1.16, -2.44], [0.92, 2.51, -1.88], [0.35, 2.78, -0.23], [1.75, 1.31, 1.40], [2.34, 0.56, 1.95], [0.72, 1.32, 1.80], [2.22, 2.30, 1.50], [3.36, 1.49, -0.90], [3.28, 2.58, -1.00], [3.65, 1.04, -1.85], [4.12, 1.25, -0.14], [-2.27, 0.05, 0.67], [-2.72, -0.84, 1.11], [-3.03, 0.64, 0.15], [-1.80, 0.69, 1.54], [-2.09, -1.50, -1.45], [-1.97, -2.49, -1.01], [-1.89, -1.60, -2.53], [-3.11, -1.16, -1.27], [-3.27, 2.43, 3.13], [-1.78, 2.58, 2.86], [-1.13, 1.42, 2.53], [-1.67, 3.67, 1.74], [-2.30, 4.83, 2.05], [-0.39, 4.00, 1.40], [-2.27, 3.21, 0.59], [-1.05, 3.11, 4.16], [0.29, 3.24, 3.98], [-1.50, 4.32, 4.60], [-1.22, 2.22, 5.18], [-3.77, 2.18, 2.18], [-3.66, 3.38, 3.53], [-3.44, 1.62, 3.84]]
}


{
  "formula": "C28H66MnN2O18",
  "method": "the ωB97M-V functional and the def2-TZVPD basis",
  "multiplicity": 4,
  "gap_ev": [4.07, 7.15],
  "homo_ha": [-0.3171, -0.3171],
  "largest_force_ha_per_bohr": 0.0505,
  "s_squared": 4.0215,
  "species": ["Mn", "C", "C", "O", "O", "H", "H", "H", "C", "C", "O", "O", "H", "H", "H", "C", "C", "O", "O", "H", "H", "H", "C", "C", "O", "O", "H", "H", "H", "C", "C", "O", "O", "H", "H", "H", "H", "H", "H", "C", "C", "O", "O", "H", "H", "H", "H", "H", "H", "C", "C", "O", "H", "H", "H", "H", "H", "H", "C", "C", "O", "H", "H", "H", "H", "H", "H", "C", "O", "C", "C", "N", "C", "C", "O", "C", "H", "H", "H", "H", "H", "H", "H", "H", "H", "H", "H", "H", "H", "H", "H", "C", "O", "C", "C", "N", "C", "C", "O", "C", "H", "H", "H", "H", "H", "H", "H", "H", "H", "H", "H", "H", "H", "H", "H"],
  "xyz": [[9.71, 15.79, 19.08], [7.83, 13.06, 16.79], [8.48, 14.22, 17.56], [8.71, 14.15, 18.85], [9.09, 15.21, 17.05], [8.03, 13.16, 15.75], [6.80, 12.78, 16.97], [8.44, 12.15, 17.14], [12.37, 18.74, 19.43], [11.16, 18.03, 18.85], [10.92, 18.11, 17.65], [10.67, 17.20, 19.76], [12.23, 18.93, 20.50], [12.52, 19.66, 18.87], [13.17, 17.94, 19.37], [6.46, 16.67, 21.25], [7.81, 16.29, 20.75], [8.73, 15.82, 21.36], [8.07, 16.50, 19.44], [6.25, 17.73, 20.95], [6.33, 16.47, 22.31], [5.73, 16.09, 20.80], [13.46, 14.13, 19.27], [12.00, 14.67, 19.38], [11.47, 14.83, 20.52], [11.33, 15.09, 18.34], [14.11, 15.04, 19.37], [13.64, 13.77, 18.27], [13.85, 13.45, 20.05], [12.44, 15.59, 23.72], [12.83, 16.63, 22.68], [14.20, 16.46, 22.34], [13.06, 15.90, 24.93], [12.82, 14.62, 23.31], [11.36, 15.63, 23.79], [12.65, 17.66, 23.06], [12.35, 16.43, 21.73], [14.67, 16.67, 23.13], [12.61, 16.66, 25.30], [11.70, 10.52, 20.59], [10.44, 11.39, 20.84], [9.79, 11.70, 19.60], [12.47, 11.00, 19.49], [11.29, 9.50, 20.42], [12.36, 10.53, 21.46], [10.68, 12.32, 21.31], [9.75, 10.76, 21.48], [9.40, 12.59, 19.52], [11.98, 11.57, 18.90], [12.80, 12.40, 16.13], [14.19, 12.94, 15.73], [15.22, 12.01, 15.48], [12.49, 11.68, 15.33], [12.19, 13.30, 16.06], [12.82, 12.00, 17.12], [14.46, 13.78, 16.41], [14.09, 13.40, 14.74], [15.53, 11.59, 16.30], [14.90, 8.24, 17.55], [14.25, 9.58, 17.79], [15.16, 10.43, 18.45], [15.07, 7.74, 18.50], [15.94, 8.39, 17.16], [14.32, 7.68, 16.78], [13.38, 9.42, 18.51], [13.90, 10.07, 16.84], [14.67, 11.10, 18.94], [10.61, 17.52, 12.11], [11.91, 18.22, 12.00], [12.44, 18.61, 13.27], [13.08, 17.36, 13.94], [14.04, 17.78, 14.92], [14.07, 16.98, 16.18], [15.31, 17.49, 16.94], [15.48, 16.72, 18.10], [16.42, 17.24, 18.99], [10.70, 16.47, 12.35], [10.10, 17.63, 11.16], [10.01, 18.04, 12.85], [11.66, 19.16, 13.83], [13.36, 19.24, 13.13], [13.53, 16.67, 13.23], [12.33, 16.82, 14.48], [14.97, 17.78, 14.49], [14.11, 15.90, 16.07], [13.21, 17.26, 16.86], [15.23, 18.54, 17.19], [16.22, 17.32, 16.30], [16.26, 18.31, 19.26], [17.40, 17.21, 18.54], [16.44, 16.65, 19.91], [15.25, 11.32, 21.49], [14.34, 11.50, 22.56], [14.88, 12.41, 23.52], [14.06, 12.34, 24.74], [14.53, 11.20, 25.48], [13.94, 11.14, 26.75], [14.42, 9.98, 27.56], [13.96, 8.75, 26.94], [13.71, 7.69, 27.81], [16.30, 11.18, 21.74], [15.11, 12.12, 20.77], [14.93, 10.45, 20.95], [14.88, 13.42, 23.09], [15.90, 12.11, 23.66], [13.06, 12.31, 24.50], [14.16, 13.32, 25.25], [14.29, 10.38, 24.97], [12.82, 11.02, 26.70], [14.20, 12.06, 27.29], [13.88, 10.07, 28.59], [15.54, 10.00, 27.66], [14.53, 7.40, 28.44], [13.46, 6.81, 27.23], [12.93, 7.91, 28.55]]
}


{
  "formula": "C3H7NO2",
  "method": "the ωB97M-V functional and the def2-TZVPD basis",
  "gap_ev": 10.65,
  "smiles": "C=CN.O=CO",
  "homo_ha": -0.3596,
  "largest_force_ha_per_bohr": 0.0742,
  "relative_energy_kj_mol": 311.7,
  "species": ["C", "C", "N", "H", "H", "H", "H", "H", "O", "C", "O", "H", "H"],
  "xyz": [[2.96, -0.54, 1.19], [2.00, 0.10, 0.44], [0.64, -0.39, 0.64], [3.98, -0.28, 0.97], [2.51, -1.35, 1.78], [2.10, 1.15, -0.14], [0.60, -1.17, 0.02], [0.37, -0.70, 1.62], [-2.17, -0.82, -0.79], [-1.94, 0.31, -1.19], [-1.51, 1.29, -0.35], [-2.27, 0.84, -2.14], [-0.49, 1.19, -0.06]]
}